(1)
# C37H32DyF3P2

A structure of composition C37H32DyF3P2 at a distorted geometry (ωB97M-V with the def2-TZVPD basis set, the OMol25 dataset).

The HOMO energy (spin up / spin down) comes out at -12.8 / -12.9 eV. The frontier orbital gap (spin up / spin down) comes out at 5.19 / 5.37 eV. The expectation value of S² is 9.3662. As for the molar mass: 758.105 g mol⁻¹. The relative energy (zero: lowest compared OMol25 entry of this formula, charge and spin) comes out at 121.2 kJ/mol.

Geometry as ORCA input:
```
! RIJCOSX wB97M-V def2-TZVPD def2/J DEFGRID3
* xyz 2 6
C 0.548 -1.513 -2.004
C -0.440 -2.100 -1.163
C -1.793 -2.084 -1.616
C -2.085 -1.721 -2.943
C -1.053 -1.391 -3.833
C 0.256 -1.264 -3.358
P -0.054 -2.354 0.602
C -1.315 -3.580 1.103
C -2.507 -3.076 1.663
C -3.550 -3.926 2.024
C -3.424 -5.302 1.805
C -2.241 -5.818 1.258
C -1.180 -4.970 0.915
Dy -1.124 0.411 -0.979
P 0.278 2.563 0.300
C -1.279 2.814 -0.659
C -1.271 2.801 -2.069
C -2.232 2.039 -2.748
C -3.254 1.382 -2.049
C -3.420 1.615 -0.672
C -2.461 2.377 0.015
C 0.105 3.858 1.521
C 0.887 3.815 2.700
C 0.479 4.552 3.814
C -0.681 5.332 3.762
C -1.372 5.478 2.554
C -0.940 4.797 1.417
C 1.908 2.718 -0.513
C 2.846 1.661 -0.408
C 4.065 1.752 -1.078
C 4.362 2.880 -1.855
C 3.439 3.929 -1.944
C 2.219 3.859 -1.268
C 1.578 -3.167 0.599
C 2.045 -3.953 -0.468
C 3.341 -4.479 -0.441
C 4.181 -4.227 0.649
C 3.719 -3.454 1.722
C 2.430 -2.924 1.701
H 1.777 3.183 2.728
H 1.065 4.504 4.730
H -1.025 5.860 4.654
H -2.267 6.109 2.499
H -1.444 4.961 0.464
H -0.454 3.288 -2.606
H -2.182 1.938 -3.835
H -3.970 0.749 -2.578
H -4.281 1.196 -0.137
H -2.574 2.592 1.075
H 2.588 0.791 0.205
H 4.786 0.935 -1.007
H 5.309 2.928 -2.398
H 3.664 4.801 -2.558
H 1.496 4.677 -1.309
H 1.406 -4.152 -1.329
H 3.698 -5.074 -1.287
H 5.197 -4.630 0.666
H 4.369 -3.256 2.572
H 2.052 -2.312 2.522
H -2.625 -2.007 1.830
H -4.460 -3.512 2.466
H -4.254 -5.967 2.054
H -2.144 -6.889 1.083
H -0.262 -5.373 0.486
H -2.595 -2.381 -0.919
H -3.130 -1.714 -3.277
H -1.275 -1.219 -4.888
H 1.062 -0.939 -4.026
H 1.563 -1.332 -1.634
H 0.110 0.953 -2.427
H 0.587 1.081 -1.744
F -1.583 1.131 2.539
C -0.754 0.138 2.038
F 0.534 0.527 2.407
F -0.993 -0.919 2.887
*
```

(2)
# C37H32F2IrNOP2

A structure of composition C37H32F2IrNOP2 at a distorted geometry (ωB97M-V with the def2-TZVPD basis set, the OMol25 dataset).

The HOMO energy (spin up / spin down) comes out at -13.0 / -14.4 eV. The frontier orbital gap (spin up / spin down) comes out at 7.97 / 4.98 eV. The expectation value of S² is 6.0146. As for the molar mass: 798.830 g mol⁻¹. The relative energy (zero: lowest compared OMol25 entry of this formula, charge and spin) comes out at 113.8 kJ/mol.

Geometry as ORCA input:
```
! RIJCOSX wB97M-V def2-TZVPD def2/J DEFGRID3
* xyz 2 5
Ir -15.103 -14.570 -2.332
O -11.736 -15.145 -2.473
C -11.612 -16.518 -2.508
C -10.404 -17.077 -2.956
C -10.336 -18.493 -3.104
C -11.410 -19.266 -2.816
C -12.622 -18.692 -2.286
C -12.709 -17.317 -2.195
P -14.357 -16.581 -1.916
C -15.454 -17.459 -3.001
C -16.845 -17.587 -2.724
C -17.629 -18.361 -3.544
C -17.123 -18.889 -4.737
C -15.757 -18.707 -5.010
C -14.953 -17.913 -4.212
C -14.645 -17.282 -0.228
C -15.418 -18.416 0.032
C -15.636 -18.816 1.334
C -15.169 -18.079 2.438
C -14.427 -16.944 2.132
C -14.136 -16.591 0.807
C -11.473 -14.605 -1.247
C -10.392 -15.011 -0.448
C -9.917 -14.202 0.588
C -10.721 -13.142 1.055
C -11.877 -12.850 0.382
C -12.276 -13.597 -0.761
P -13.786 -12.996 -1.528
C -14.727 -12.054 -0.255
C -15.504 -12.783 0.586
C -16.326 -12.205 1.616
C -16.167 -10.860 1.843
C -15.247 -10.126 1.105
C -14.555 -10.691 0.009
C -13.443 -11.757 -2.736
C -12.284 -11.907 -3.460
C -12.052 -11.174 -4.605
C -12.714 -9.946 -4.801
C -13.861 -9.732 -3.994
C -14.265 -10.659 -2.984
H -9.536 -16.434 -2.989
H -9.377 -18.904 -3.456
H -11.388 -20.353 -2.935
H -13.480 -19.353 -2.096
H -17.272 -17.122 -1.832
H -18.666 -18.580 -3.300
H -17.803 -19.364 -5.388
H -15.279 -19.238 -5.846
H -13.900 -17.700 -4.465
H -15.907 -19.043 -0.752
H -16.215 -19.682 1.516
H -15.331 -18.357 3.458
H -13.964 -16.380 2.991
H -13.481 -15.701 0.605
H -9.853 -15.936 -0.723
H -8.997 -14.527 1.076
H -10.351 -12.419 1.746
H -12.391 -11.928 0.634
H -15.597 -13.859 0.444
H -16.833 -12.888 2.320
H -16.755 -10.377 2.603
H -15.065 -9.150 1.497
H -13.820 -10.072 -0.472
H -11.517 -12.685 -3.224
H -11.344 -11.553 -5.354
H -12.311 -9.259 -5.534
H -14.418 -8.885 -4.108
H -15.257 -10.496 -2.508
F -18.133 -14.390 -2.924
C -17.073 -13.835 -2.114
F -17.285 -12.454 -2.497
H -17.558 -13.961 -1.063
N -15.469 -14.655 -4.342
H -15.376 -15.609 -4.707
H -14.745 -14.053 -4.711
H -16.468 -14.330 -4.489
*
```

(3)
# C37H32IrN5O4PSSe

A structure of composition C37H32IrN5O4PSSe (ωB97M-V with the def2-TZVPD basis set, the OMol25 dataset).

The HOMO energy comes out at -4.6 eV. The frontier orbital gap comes out at 6.65 eV. As for the molar mass: 944.912 g mol⁻¹. The relative energy (zero: lowest compared OMol25 entry of this formula, charge and spin) comes out at 31.5 kJ/mol.

Geometry as ORCA input:
```
! RIJCOSX wB97M-V def2-TZVPD def2/J DEFGRID3
* xyz -1 1
Ir -0.314 1.254 2.228
C 2.262 3.214 -4.735
C 2.354 3.052 -3.242
C 1.206 2.818 -2.487
C 1.275 2.636 -1.117
C 2.514 2.696 -0.489
C 3.669 2.925 -1.217
C 3.582 3.104 -2.591
S 2.613 2.487 1.267
O 3.993 2.196 1.572
O 2.004 3.629 1.897
N 1.667 1.217 1.554
C 2.183 -0.080 1.492
C 3.318 -0.515 0.837
C 3.673 -1.876 0.834
C 2.929 -2.822 1.482
C 1.762 -2.422 2.169
C 0.914 -3.320 2.860
C -0.201 -2.854 3.490
C -0.511 -1.485 3.409
N 0.256 -0.630 2.771
C 1.398 -1.065 2.158
H 1.396 3.816 -5.011
H 2.154 2.243 -5.222
H 3.155 3.693 -5.137
H 0.241 2.774 -2.979
H 0.380 2.441 -0.542
H 4.622 2.960 -0.705
H 4.483 3.291 -3.164
H 3.941 0.193 0.312
H 4.561 -2.174 0.290
H 3.207 -3.868 1.469
H 1.158 -4.376 2.869
H -0.881 -3.517 4.007
H -1.426 -1.080 3.823
N 0.152 2.225 4.026
C -0.898 1.864 5.002
C -2.215 1.376 4.353
O -3.200 1.302 5.066
O -2.152 0.993 3.118
H 1.084 2.014 4.368
H 0.157 3.217 3.798
H -1.124 2.676 5.689
H -0.535 1.020 5.591
N -1.038 0.408 0.544
P -1.307 -0.633 -0.498
C -1.749 -2.293 0.167
C -2.761 -2.283 1.133
C -3.161 -3.457 1.751
C -2.531 -4.657 1.438
C -1.505 -4.672 0.505
C -1.122 -3.497 -0.133
C -0.030 -0.986 -1.771
C 1.212 -0.386 -1.612
C 2.218 -0.573 -2.552
C 1.978 -1.358 -3.668
C 0.729 -1.948 -3.848
C -0.271 -1.758 -2.908
C -2.722 -0.215 -1.591
C -3.750 -1.084 -1.937
C -4.787 -0.658 -2.762
C -4.804 0.641 -3.243
C -3.782 1.518 -2.898
C -2.752 1.093 -2.077
H -3.221 -1.335 1.397
H -3.956 -3.434 2.487
H -2.835 -5.575 1.927
H -1.002 -5.602 0.268
H -0.316 -3.522 -0.856
H 1.370 0.247 -0.744
H 3.182 -0.095 -2.412
H 2.756 -1.503 -4.408
H 0.536 -2.548 -4.729
H -1.249 -2.200 -3.064
H -3.749 -2.102 -1.568
H -5.585 -1.344 -3.019
H -5.615 0.975 -3.879
H -3.798 2.540 -3.258
H -1.972 1.783 -1.774
Se -1.387 5.973 1.314
C -1.100 4.221 1.512
N -0.934 3.074 1.603
*
```

(4)
# C37H32N7O2PdTe

A structure of composition C37H32N7O2PdTe (ωB97M-V with the def2-TZVPD basis set, the OMol25 dataset).

The HOMO energy comes out at -3.5 eV. The frontier orbital gap comes out at 5.97 eV. As for the molar mass: 840.730 g mol⁻¹. The relative energy (zero: lowest compared OMol25 entry of this formula, charge and spin) comes out at 0.0 kJ/mol.

Geometry as ORCA input:
```
! RIJCOSX wB97M-V def2-TZVPD def2/J DEFGRID3
* xyz -1 1
Pd -0.438 -0.742 -2.810
N 2.138 1.488 -1.864
C 2.452 0.940 -3.019
N 3.450 1.472 -3.757
C 3.755 0.796 -4.848
N 4.726 1.323 -5.655
N 3.203 -0.353 -5.261
C 2.201 -0.766 -4.488
N 1.764 -0.168 -3.399
C 1.502 -2.023 -4.880
C 1.766 -2.627 -6.104
C 1.081 -3.786 -6.431
C 0.172 -4.304 -5.520
C -0.019 -3.633 -4.322
N 0.624 -2.515 -4.007
H 2.629 2.311 -1.561
H 1.471 1.052 -1.203
H 5.313 2.021 -5.235
H 5.142 0.691 -6.315
H 2.488 -2.173 -6.766
H 1.253 -4.278 -7.380
H -0.382 -5.210 -5.728
H -0.720 -4.000 -3.581
C 0.053 0.199 5.643
C 0.206 0.221 4.145
C 1.190 0.952 3.511
C 1.314 1.002 2.119
C 2.283 1.963 1.578
O 2.080 2.667 0.600
C 3.624 2.100 2.266
C 4.273 3.331 2.223
C 5.525 3.487 2.796
C 6.153 2.403 3.397
C 5.521 1.168 3.424
C 4.259 1.018 2.868
C 0.470 0.213 1.245
O 0.625 0.173 0.000
C -0.582 -0.524 1.939
C -0.672 -0.483 3.319
C -1.603 -1.316 1.220
N -1.355 -1.859 0.095
C -2.364 -2.622 -0.623
C -3.489 -1.800 -1.246
Te -2.823 -0.233 -2.580
C -3.087 1.289 -1.113
C -1.982 1.799 -0.445
C -2.147 2.778 0.529
C -3.415 3.259 0.828
C -4.522 2.757 0.152
C -4.358 1.774 -0.815
C -2.946 -1.419 1.899
C -3.742 -0.285 2.027
C -4.998 -0.370 2.606
C -5.465 -1.585 3.090
C -4.661 -2.713 3.000
C -3.408 -2.630 2.408
H 0.829 0.801 6.119
H 0.131 -0.814 6.048
H -0.914 0.598 5.961
H 1.869 1.550 4.111
H 3.775 4.154 1.727
H 6.017 4.451 2.769
H 7.134 2.521 3.840
H 6.012 0.317 3.880
H 3.760 0.058 2.887
H -1.477 -1.036 3.797
H -2.819 -3.395 0.007
H -1.833 -3.135 -1.430
H -4.110 -1.305 -0.499
H -4.135 -2.454 -1.835
H -0.997 1.403 -0.664
H -1.276 3.151 1.055
H -3.543 4.021 1.587
H -5.514 3.130 0.380
H -5.223 1.385 -1.341
H -3.369 0.664 1.661
H -5.614 0.518 2.681
H -6.446 -1.649 3.545
H -5.009 -3.661 3.394
H -2.775 -3.506 2.349
*
```

Computed calculated total energy, in the same sequence as the records: -89683.2501 -69257.5176 -142843.3956 -64190.3929 eV.